Entry 1:
{
  "formula": "C4H14N2S",
  "method": "ωB97M-V with the def2-TZVPD basis set",
  "smiles": "CNCN.CSC",
  "total_energy_ha": -668.46922,
  "e_lumo_ev": 0.9328,
  "total_charge": 0,
  "e_homo_ev": -8.5,
  "symbols": ["C", "N", "C", "N", "H", "H", "H", "H", "H", "H", "H", "H", "C", "S", "C", "H", "H", "H", "H", "H", "H"],
  "xyz": [[-1.78, -1.19, -0.61], [-0.99, 0.04, -0.63], [-1.71, 1.12, -1.31], [-1.73, 1.01, -2.76], [-1.38, -1.89, 0.12], [-2.84, -1.03, -0.36], [-1.71, -1.66, -1.59], [-0.84, 0.36, 0.33], [-1.18, 2.05, -1.07], [-2.74, 1.22, -0.95], [-0.76, 0.94, -3.07], [-2.12, 0.12, -3.00], [3.16, 0.85, 1.55], [1.41, 0.74, 1.78], [1.20, -1.06, 1.75], [3.44, 0.51, 0.55], [3.66, 0.20, 2.27], [3.53, 1.86, 1.68], [0.15, -1.22, 2.00], [1.42, -1.50, 0.78], [1.81, -1.49, 2.53]],
  "lowdin_charge": [-0.1409, -0.1276, -0.3432, 0.0064, 0.0615, 0.0756, 0.0679, 0.0349, 0.1095, 0.1061, 0.0686, 0.0411, -0.4609, 0.7283, -0.4193, 0.0372, 0.0332, 0.0316, 0.0171, 0.0409, 0.0319]
}

---

Entry 2:
{
  "formula": "C4H14N2Si",
  "method": "ωB97M-V with the def2-TZVPD basis set",
  "smiles": "CCCCNN[SiH3]",
  "total_energy_ha": -559.69821,
  "e_lumo_ev": 0.9581,
  "total_charge": 0,
  "e_homo_ev": -8.6,
  "symbols": ["C", "C", "C", "C", "N", "N", "Si", "H", "H", "H", "H", "H", "H", "H", "H", "H", "H", "H", "H", "H", "H"],
  "xyz": [[-1.98, 1.56, -0.27], [-2.31, 0.12, 0.06], [-1.12, -0.75, 0.43], [-0.08, -0.87, -0.77], [1.24, -1.38, -0.37], [1.73, -0.38, 0.74], [3.04, 0.62, 0.25], [-1.42, 1.65, -1.34], [-3.01, 2.17, -0.22], [-1.27, 1.99, 0.51], [-3.18, 0.14, 0.78], [-2.83, -0.51, -0.83], [-0.52, -0.19, 1.19], [-1.39, -1.80, 0.68], [0.01, 0.05, -1.37], [-0.45, -1.60, -1.47], [1.19, -2.40, 0.06], [2.12, -0.96, 1.60], [2.91, 1.70, 1.19], [4.33, -0.13, 0.37], [2.97, 0.96, -1.24]],
  "lowdin_charge": [-0.1579, -0.3486, -0.2244, -0.2728, -0.1264, -0.2918, 0.5087, 0.1019, 0.1028, 0.0833, 0.1047, 0.1421, 0.0892, 0.1076, 0.0910, 0.1017, 0.1436, 0.1038, -0.0949, -0.0953, -0.0683]
}

---

Entry 3:
{
  "formula": "C4H14N3",
  "method": "ωB97M-V with the def2-TZVPD basis set",
  "total_energy_ha": -324.82470,
  "e_lumo_ev": -3.8244,
  "total_charge": 1,
  "e_homo_ev": -15.0,
  "symbols": ["C", "C", "N", "N", "N", "H", "H", "H", "H", "H", "H", "H", "H", "C", "C", "H", "H", "H", "H", "H", "H"],
  "xyz": [[-0.75, 1.11, 1.10], [0.79, -0.80, 1.47], [0.45, 0.29, 0.77], [0.77, -0.66, 2.81], [1.65, -1.75, 1.01], [0.56, 0.18, -0.23], [0.32, 0.01, 3.43], [1.63, -0.90, 3.27], [1.45, -1.96, 0.03], [1.55, -2.61, 1.53], [-1.35, 1.23, 0.21], [-0.40, 2.10, 1.33], [-1.27, 0.61, 1.92], [-0.41, 1.07, -2.52], [-0.99, -0.28, -2.14], [-1.04, 1.63, -3.21], [-0.21, 1.72, -1.69], [0.55, 0.98, -3.03], [-0.23, -0.87, -1.62], [-1.21, -0.92, -2.99], [-1.84, -0.18, -1.47]],
  "lowdin_charge": [0.0003, -0.3997, 0.0654, 0.1817, 0.2017, 0.1010, 0.1289, 0.1281, 0.1247, 0.1363, 0.0739, 0.0953, 0.0950, -0.1524, -0.1568, 0.0796, 0.0414, 0.0742, 0.0347, 0.0816, 0.0650]
}

---

Entry 4:
{
  "formula": "C4H14N3",
  "method": "ωB97M-V with the def2-TZVPD basis set",
  "total_energy_ha": -324.83513,
  "e_lumo_ev": -2.8138,
  "total_charge": 1,
  "e_homo_ev": -13.3,
  "symbols": ["C", "N", "C", "N", "H", "H", "H", "H", "H", "H", "C", "C", "N", "H", "H", "H", "H", "H", "H", "H", "H"],
  "xyz": [[0.87, -0.97, -2.69], [-0.19, -0.78, -1.71], [-0.69, -1.83, -1.05], [-1.24, -1.74, 0.12], [0.80, -1.97, -3.11], [0.81, -0.24, -3.50], [1.85, -0.90, -2.23], [-0.58, 0.14, -1.57], [-0.45, -2.81, -1.45], [-1.78, -2.57, 0.33], [0.38, 2.44, 1.33], [-0.52, 1.31, 1.78], [0.15, -0.01, 1.61], [-0.07, 3.40, 1.53], [1.36, 2.40, 1.81], [0.57, 2.41, 0.25], [-0.78, 1.45, 2.83], [-1.44, 1.31, 1.21], [0.87, 0.07, 0.88], [-0.54, -0.75, 1.18], [0.60, -0.36, 2.45]],
  "lowdin_charge": [-0.0622, -0.0356, -0.2722, 0.0404, 0.0897, 0.0913, 0.0853, 0.1365, 0.1414, 0.0753, -0.0826, -0.2152, 0.1242, 0.0900, 0.0867, 0.0784, 0.1278, 0.1222, 0.1381, 0.0785, 0.1621]
}

---

Entry 5:
{
  "formula": "C4H14N3",
  "method": "ωB97M-V with the def2-TZVPD basis set",
  "smiles": "CN(CN)[NH+](C)C",
  "total_energy_ha": -324.74135,
  "e_lumo_ev": -2.6389,
  "total_charge": 1,
  "e_homo_ev": -14.2,
  "symbols": ["C", "C", "C", "C", "N", "N", "N", "H", "H", "H", "H", "H", "H", "H", "H", "H", "H", "H", "H", "H", "H"],
  "xyz": [[1.86, 0.25, -0.59], [-1.10, 0.73, -1.03], [-0.32, 1.74, 1.06], [0.23, -1.66, -0.09], [-0.76, -2.06, 0.93], [0.69, -0.36, 0.32], [-0.40, 0.49, 0.31], [1.93, 1.31, -0.21], [2.76, -0.30, -0.15], [1.65, 0.05, -1.66], [-0.98, -0.11, -1.67], [-2.21, 0.82, -0.86], [-0.64, 1.59, -1.57], [0.48, 2.33, 0.60], [-1.20, 2.27, 0.83], [-0.02, 1.73, 2.19], [-0.12, -1.73, -1.15], [1.06, -2.28, 0.02], [-1.45, -2.72, 0.72], [-0.16, -2.29, 1.80], [-1.06, -0.12, 0.74]],
  "lowdin_charge": [0.0366, 0.0393, 0.0107, -0.2584, 0.0415, -0.1488, -0.2345, 0.0855, 0.1199, 0.0896, 0.0600, 0.1379, 0.1232, 0.0891, 0.0859, 0.1601, 0.1316, 0.1069, 0.0637, 0.1472, 0.1129]
}

---

Entry 6:
{
  "formula": "C4H14N3",
  "method": "ωB97M-V with the def2-TZVPD basis set",
  "total_energy_ha": -324.75560,
  "e_lumo_ev": -5.3965,
  "total_charge": 1,
  "e_homo_ev": -12.8,
  "symbols": ["C", "C", "N", "N", "H", "H", "H", "H", "H", "H", "H", "H", "C", "C", "N", "H", "H", "H", "H", "H", "H"],
  "xyz": [[-1.01, 0.01, 0.31], [-1.79, -1.16, 0.93], [-1.07, -2.40, 0.60], [-1.79, 1.31, 0.30], [-0.09, 0.17, 0.81], [-0.79, -0.22, -0.76], [-1.91, -0.96, 2.01], [-2.86, -1.20, 0.51], [-1.68, -3.23, 0.81], [-0.28, -2.44, 1.26], [-2.37, 1.29, 1.15], [-1.07, 1.98, 0.56], [2.52, 0.95, -0.08], [1.20, 0.26, -1.98], [1.67, 1.25, -1.27], [2.00, 1.21, 0.82], [3.40, 1.55, -0.28], [2.82, -0.10, -0.04], [1.50, -0.74, -1.62], [0.38, 0.34, -2.65], [1.23, 2.13, -1.37]],
  "lowdin_charge": [-0.3024, -0.2876, -0.0266, 0.0006, 0.0683, 0.0748, 0.1113, 0.1434, 0.0930, 0.0670, 0.0748, 0.0437, 0.0094, 0.1756, 0.0276, 0.0928, 0.1059, 0.1099, 0.1353, 0.1219, 0.1611]
}